Below is 12 unconnected molecules or ions with the total composition C42H115N7O14 in a non-equilibrium geometry, with properties calculated with the ωB97M-V functional and the def2-TZVPD basis.

```
178
Properties=species:S:1:pos:R:3:forces:R:3
H 4.132291 -4.459149 2.967994 0.328 0.040 0.062
C -2.382581 2.932947 3.395145 -0.242 -0.611 1.882
C 0.503758 -1.940751 -2.079721 0.846 0.325 0.372
H -0.561478 4.846764 0.780848 0.556 -0.166 0.297
H 6.052776 1.755955 -4.155106 0.283 -0.030 0.198
O 1.341190 -0.100433 -4.885507 -0.547 -0.020 -0.438
H 6.524137 -2.704622 1.287096 -0.381 0.066 0.126
C -6.665752 -2.773089 2.696739 0.858 0.839 -0.183
H 7.088388 -3.456245 3.104839 -0.150 0.090 -0.268
H -1.409049 4.520408 -3.584638 -0.242 -0.085 0.076
H -3.587558 3.901093 -0.412180 0.039 -0.005 0.077
H 3.702900 -6.263491 0.525170 0.028 0.458 -0.410
H 3.341922 3.020422 1.299052 0.191 0.324 -0.966
H 4.819188 5.009413 3.582984 -0.149 0.363 -0.241
H -1.126502 6.371047 0.371926 0.232 0.467 0.143
C 5.388217 -0.934346 1.179629 0.507 -0.236 -1.468
C 3.088312 -3.565252 -0.043163 -1.100 0.448 0.642
H 1.561395 -2.160151 -1.894497 -0.021 0.055 0.231
H 0.455397 -8.727135 0.779361 0.205 -0.333 -0.218
H -2.825834 -2.723292 -6.125840 -0.310 -0.073 0.426
C -2.464451 -1.891550 -4.147685 0.136 0.629 0.708
H -3.106418 5.119712 5.897527 -0.047 0.204 -0.076
H 2.003529 3.342558 3.732122 0.280 -0.253 0.042
H 1.923780 2.205871 -3.878338 0.189 0.256 -0.120
H 6.234816 -2.355757 4.248057 -0.077 -0.294 0.013
H -8.250276 -2.921987 0.891040 0.236 -0.102 -0.189
O -3.777210 6.959514 4.269456 0.051 -0.052 -0.423
H 0.364855 6.181313 -4.904362 0.086 -0.038 -0.023
C -3.511879 -2.357922 -2.090432 -0.914 1.421 -0.951
N -8.119952 -1.917900 0.886225 -0.184 0.484 0.359
H -1.969147 -8.289336 -1.055862 -0.343 -0.305 0.715
H -0.090779 -2.728869 -1.619718 -0.131 -0.194 -0.576
C 5.028886 4.656785 2.566346 -0.552 0.558 0.630
H -3.202624 2.211288 3.418606 0.126 -0.187 -0.894
H -0.426533 7.119098 -2.414123 0.412 0.144 -0.189
H -5.164312 2.317681 -3.252393 -0.038 -0.075 0.061
H -6.125555 0.053014 0.665350 -0.030 0.203 0.292
H 0.480470 1.169952 -6.371191 -0.437 -0.471 0.401
N -1.296228 -8.865874 1.747569 0.101 0.385 0.205
H 1.202206 1.988911 4.650421 0.222 0.173 0.150
H 5.083856 3.185992 -4.040397 -0.175 -0.032 0.125
C -0.182580 5.855014 0.593611 -1.043 0.119 -0.493
H -1.505062 3.747671 4.937278 -0.259 0.442 0.588
H -5.972115 -2.381118 3.443354 0.013 -0.613 0.148
C -4.507334 3.338740 -0.303551 -1.548 -1.094 0.444
O -0.017220 3.241736 3.528234 0.225 -0.518 0.206
H -1.627198 -1.477035 -3.572449 0.239 0.085 -0.339
H 1.350446 1.861645 2.902484 0.535 0.105 -0.070
H -0.936082 2.219957 -1.609984 0.149 -0.335 -0.162
H -7.498995 -3.295579 3.160470 -0.260 0.385 0.063
H -3.138247 -1.035766 -4.317610 -0.163 -0.118 -0.040
H -2.036040 6.020105 3.650640 0.123 -0.040 0.198
C -1.071752 -3.637500 -5.380951 0.536 0.172 -0.231
H -2.249601 -9.211178 1.762188 0.058 -0.157 -0.419
H -1.806705 -5.813405 -1.632353 0.166 -0.519 -0.248
H 1.284819 3.220634 -5.254042 0.680 -0.015 0.126
H 0.245984 -10.858880 -0.555802 0.273 0.190 0.240
H 8.014487 -2.383515 4.161711 -0.158 -0.314 0.286
H 4.349194 5.117469 1.840055 0.116 0.248 0.159
H 2.055243 0.170623 -1.452754 -0.093 -0.880 -0.111
H -4.055268 8.891041 3.933885 -0.179 0.105 -0.354
H -4.137758 7.914350 2.425725 0.038 -0.112 -0.073
H -4.138861 -1.495326 -2.368354 -0.205 0.103 0.513
C -3.094871 5.807474 3.839986 -0.463 -0.677 0.205
C 7.091855 -2.479093 3.584305 0.638 1.155 0.323
C 4.278933 1.169683 1.532038 0.333 0.208 0.725
H -1.351443 -7.854924 1.832205 -0.176 -0.087 0.360
H -5.671580 1.755027 -1.192280 0.118 -0.197 0.056
C -3.629356 8.053149 3.380650 0.099 0.236 1.100
H -0.853760 1.811640 2.317318 -0.185 0.034 -0.083
H 2.237708 -3.974707 1.926155 -0.020 0.167 -0.150
H -4.169660 -3.061293 -1.588528 0.319 -0.346 -0.041
H 1.013353 -7.213915 2.867962 0.025 0.048 -0.353
C 6.707960 -1.623701 1.359652 -0.209 -1.844 0.967
C -0.543369 -9.084576 0.508505 -0.297 -0.015 0.400
C -1.357533 5.233139 -2.759415 -0.193 -0.210 -0.194
H 5.047402 2.841995 0.572743 -0.051 0.797 0.044
H 1.261557 3.129077 0.193735 0.371 -0.112 0.242
C -0.898465 -5.836204 -1.013903 -0.379 1.539 -0.621
H 4.407101 2.461496 -1.663100 -0.172 0.248 -0.323
H 1.949182 -6.084003 0.528350 -0.130 0.253 -0.015
C -3.305607 4.720702 4.900877 0.270 -0.285 0.339
O 5.490506 0.742100 -1.755772 -0.200 0.136 -0.251
H -0.860087 1.426292 4.015541 -0.437 0.121 0.324
H 4.683694 -1.377934 1.891841 0.062 0.350 0.327
H -8.987383 -1.577849 1.290747 -0.019 0.088 -0.283
H 0.410417 -0.345605 -4.766487 0.161 -0.322 -0.165
H 1.386038 2.943174 -1.349504 0.253 -0.289 -0.166
H -2.915629 -0.231502 2.230923 0.312 0.294 -0.407
H -1.514182 -4.487946 -4.867903 -0.079 0.114 0.108
H 0.004039 -5.817430 -1.636845 -0.065 -0.556 -0.144
H -0.086393 6.441537 2.628277 0.249 -0.001 0.238
H 5.299528 0.820766 -0.808500 0.465 -0.090 -0.044
H -6.157128 -3.508080 2.066515 0.176 0.043 0.055
H 0.373099 5.853478 -0.344190 0.284 -0.031 0.162
O 2.938075 -6.593962 2.276057 0.021 0.147 0.041
H -2.750162 -1.939940 -1.425792 0.430 -0.444 -0.123
H -3.169865 -1.348700 0.841382 0.134 0.015 0.132
O -0.919208 -6.824212 -0.040257 0.249 -0.221 0.054
H -3.751995 0.295459 0.661471 0.339 0.329 0.322
H 4.046177 -3.583068 -0.556933 0.085 -0.143 0.126
O -4.789459 -0.853840 2.027199 -0.145 0.533 -0.549
H 6.451220 3.067064 -2.977114 0.168 -0.320 0.119
C 0.664521 1.303319 -0.401702 -0.985 1.260 -1.537
C 2.865527 -5.817642 1.068927 -0.294 -1.478 0.446
H 3.967360 0.953587 2.565913 -0.051 -0.170 -0.024
H -1.995922 -0.825143 -6.696563 0.031 0.529 0.666
C 0.975097 0.351872 -1.551757 0.270 0.161 0.668
H 5.018166 -1.250572 0.195058 -0.142 0.334 -0.056
H -1.519820 1.117529 -0.323984 -0.122 0.111 -0.149
C -5.852981 -0.917607 1.091954 0.118 -1.529 0.207
O -4.533393 2.728287 -2.657835 -0.331 0.387 -0.022
C -1.990679 -2.432470 -5.478846 0.157 -0.164 -0.316
H -0.530799 -11.152534 1.035778 0.173 -0.101 -0.057
H -0.347274 -8.223093 -1.480931 0.506 0.087 0.320
H 1.784171 5.400342 2.867788 0.107 -0.055 -0.063
H -0.119165 -3.364597 -4.918127 -0.137 -0.010 0.275
N 5.566366 0.519219 1.216393 -1.064 -0.250 0.980
H 0.461295 -1.854910 -3.168064 -0.547 -0.165 0.024
N -1.269315 -1.316451 -6.166215 -0.716 -0.547 -1.011
C 5.659749 2.476508 -3.436233 -0.324 0.316 -0.577
C 4.771862 1.780590 -2.438463 0.077 -0.353 0.825
H -5.554295 -1.532007 0.229653 -0.012 -0.204 0.042
H 0.854599 0.809601 -2.535002 -0.206 0.172 0.087
H 0.881193 7.479808 1.556370 -0.143 0.107 -0.019
N -2.485300 3.517754 4.784434 1.142 0.171 -1.505
O 0.539095 6.112098 -3.963443 0.110 0.291 0.153
H 6.062095 4.976838 2.377623 0.043 -0.605 -0.399
C -0.648725 6.486080 -3.276177 -0.486 -0.535 0.615
O 1.762751 5.675795 1.946804 -0.188 0.068 0.442
H -0.912635 2.758917 0.022048 -0.055 -0.178 0.306
H -1.304084 7.063575 -3.930113 -0.079 -0.042 -0.027
C -4.696418 2.225348 -1.320934 1.148 0.616 -0.855
C -0.985400 -8.140354 -0.586588 0.074 0.435 -1.093
O -3.073656 -2.858969 -3.334222 0.141 -1.163 0.049
N 1.593645 2.440550 -0.483831 -0.074 0.317 0.106
H -1.461452 -10.800580 -0.425976 -0.163 0.034 0.237
N 4.322024 -4.117179 2.029520 -0.764 -0.041 0.000
H 2.802983 -2.533476 0.178595 0.536 0.161 -0.004
C -7.040109 -1.562771 1.839299 -0.537 0.259 -0.623
C 1.239554 2.572874 3.727208 -1.053 0.218 -0.406
O 4.759350 3.286758 2.645490 1.261 -1.036 -0.047
H -0.792324 -3.952068 -6.391172 -0.179 -0.113 -0.008
H 2.145263 1.189722 -6.291300 0.468 -0.144 0.561
H -7.372836 -0.701439 2.428047 -0.360 -0.463 0.477
H -5.411916 3.949995 -0.253171 0.331 0.509 -0.468
C -0.767615 1.864644 -0.590767 -0.017 -0.410 0.735
C 1.282925 1.107263 -5.624287 0.028 0.648 -0.191
H 1.443132 -5.542888 3.288993 -0.006 0.029 0.055
O 0.104088 -0.762155 -1.409389 0.438 0.073 -0.019
H 2.184747 -6.928748 4.121867 0.105 0.141 0.023
H 6.109574 0.680966 2.064127 0.447 0.122 -0.365
H -2.363622 5.410275 -2.371670 -0.071 0.232 -0.291
H -4.610399 2.792363 0.643891 0.790 0.293 0.262
O 7.148835 -1.357711 2.699378 0.385 -0.526 -0.701
H -3.853381 1.532204 -1.226628 -0.433 -0.432 0.432
C 3.049950 -4.338304 1.293202 0.882 0.031 -0.543
H -0.856930 -1.770992 -6.987739 0.672 0.047 0.459
H -4.348279 4.393555 4.910230 -0.096 0.250 -0.159
H 4.976460 -4.794544 1.643384 0.188 0.139 0.083
H 0.814434 0.778622 0.543163 -0.155 0.031 0.050
H 2.287987 -3.844308 -0.732775 0.173 -0.582 0.014
H 7.500987 -1.557282 0.609770 -0.023 1.288 0.118
H 3.492734 0.769420 0.888346 0.081 0.239 -0.281
C 4.375164 2.686354 1.419602 -1.205 -0.735 0.223
C -0.547989 -10.555549 0.126777 -0.412 0.065 -0.439
H 0.209043 2.480312 -4.235278 -0.091 -0.763 0.149
C -1.020971 2.248680 3.311148 -0.002 0.251 -0.600
H 3.899844 1.332403 -2.928149 0.017 0.089 -0.104
H -2.474571 3.634674 2.565621 -0.069 0.097 0.033
C 1.837964 -6.554444 3.159131 -0.142 0.012 0.033
C 0.575171 6.453825 1.761782 -0.052 -0.542 -0.697
H -0.918626 -4.821282 -0.597528 0.088 -0.356 0.716
H -0.849068 4.732192 -1.934172 0.426 0.171 -0.135
C 1.193296 2.291131 -4.679030 -0.459 0.883 -0.573
C -3.569002 -0.491664 1.400247 -0.573 -0.539 0.170
H -3.514297 5.402094 2.909538 -0.045 0.416 -0.225
H -2.568025 8.292779 3.252953 0.029 -0.137 -0.333
```
Forces are in eV/Å.

As for the SMILES: COC[C@H](C)N.COC[C@H](C)N.COC[C@H](C)N.COC[C@H](C)N.COC[C@H](C)N.COCCNCCOC.COCCNCCOC.CCO.CCO.CCO.CCO.CCO. Its HOMO-LUMO gap is 0.339 hartree. The value obtained for the total energy is -3105.54852 Eh. As for the HOMO energy: -8.85 eV.

Atomic partial charges in e from the Löwdin method, atoms 1 to 5: H 0.08; C -0.17; C -0.10; H 0.05; H 0.08

Below is a molecular structure, C27H16IN2NiO2S2Te4, with properties calculated with the ωB97M-V functional and the def2-TZVPD basis.

```
55
Properties=species:S:1:pos:R:3:forces:R:3
C -2.634276 -3.426527 -0.941867 0.027 0.029 0.061
N -0.866408 -1.352806 -1.379044 0.221 0.159 0.086
H 1.932078 2.028796 -1.705774 0.054 0.086 -0.127
H -3.332874 -4.235476 -0.757323 -0.004 -0.002 -0.006
C 0.796637 0.738915 1.556445 -0.032 -0.139 0.216
C 0.523329 0.547147 2.932411 0.020 0.015 -0.134
C 3.138753 4.326453 0.432574 0.042 0.020 0.013
C -1.027970 -1.178144 2.267162 0.032 0.070 0.213
I 4.940555 4.940340 1.312705 -0.035 -0.018 -0.012
H -2.247250 -2.429076 3.557643 -0.013 -0.003 -0.001
C -0.678549 -0.901129 0.947725 -0.074 -0.009 -0.173
H 0.739743 0.321732 5.795388 0.000 0.005 -0.003
C 1.922884 2.849085 -0.991615 -0.059 -0.045 0.112
C 1.236315 1.331321 3.948247 0.012 0.021 0.029
H -0.660322 -0.598234 4.304766 -0.006 0.014 -0.002
C 2.654713 2.962522 5.140363 0.012 0.002 0.022
C -3.755501 -5.442497 -4.978664 -0.004 -0.009 0.006
O -0.679368 1.761203 -1.519703 -0.290 -0.222 0.159
H 4.051469 2.772477 -0.760307 -0.009 0.003 0.001
O -1.545368 3.789064 -1.163745 -0.061 -0.009 0.061
C -1.307350 -2.061122 -2.383701 -0.186 -0.162 -0.038
C -0.406930 -0.413290 3.267823 -0.020 -0.054 -0.030
C 0.764638 4.536552 0.250663 -0.024 0.013 -0.011
H -1.623660 -2.884717 -5.023134 -0.002 0.002 0.005
Te 0.534111 0.513690 -4.087255 -0.064 0.358 -0.476
C 1.264983 1.127361 5.302402 -0.003 -0.010 -0.039
H 3.320226 3.775524 5.381806 -0.007 -0.006 0.003
Ni 0.561730 0.181454 -1.481903 0.041 0.035 -0.056
C 1.963981 4.973657 0.788859 0.006 0.002 0.033
C -2.665323 -3.870853 -3.405390 -0.050 -0.067 -0.047
C -2.936644 -4.559021 -5.608444 -0.011 -0.012 -0.009
Te 3.011265 0.268357 -5.118013 0.183 -0.250 -0.015
Te 2.687050 -1.432570 -1.360714 -0.032 -0.116 0.216
C 3.137401 3.272266 -0.465597 0.019 -0.009 0.016
H -0.926908 -1.761456 -3.355237 -0.007 -0.046 0.015
H -3.215198 -3.743791 1.720713 -0.005 0.006 0.012
S 2.216934 2.680997 3.519050 -0.030 -0.032 -0.023
C -0.624047 2.980455 -1.149269 0.176 -0.013 -0.006
C 2.076648 2.064859 5.986842 0.017 0.019 0.022
C -2.311005 -3.657578 -4.708400 0.018 0.015 0.016
C -1.977569 -2.223321 2.529050 -0.032 -0.058 -0.062
H 2.229729 2.067207 7.056208 -0.001 -0.001 -0.004
C -2.148037 -2.686542 0.152506 -0.108 -0.131 -0.139
C -2.510666 -2.946438 1.518008 0.043 0.040 0.061
H 1.533062 1.465845 1.230657 -0.013 -0.008 0.001
N 0.212881 0.043020 0.611545 0.319 0.322 0.137
H -0.170625 5.021480 0.499278 0.007 0.004 -0.003
C -1.252994 -1.656008 -0.123604 -0.082 -0.089 -0.059
H 1.983561 5.798460 1.489107 0.005 0.000 -0.004
Te 4.461182 -0.037963 -2.804427 -0.099 0.180 -0.038
H -2.780079 -4.545944 -6.676896 0.001 0.000 0.003
C 0.727846 3.457974 -0.625715 0.040 -0.028 -0.082
S -3.774961 -5.189845 -3.287478 0.039 0.049 -0.010
H -4.347950 -6.229688 -5.415649 0.001 0.004 0.004
C -2.215895 -3.134194 -2.221079 0.030 0.076 0.087
```
Forces are in eV/Å.

As for the total charge: -1. Its HOMO-LUMO gap (spin up / spin down) is 0.166 / 0.166 hartree. The value obtained for the total energy is -4973.17204 Eh. As for the spin multiplicity: 3. As for the HOMO energy (spin up / spin down): -3.41 / -3.40 eV.

Atomic partial charges in e from the Löwdin method, atoms 1 to 5: C 0.03; N 0.06; H 0.03; H 0.10; C -0.05